{"formula": "C8H11NO", "method": "ωB97M-V/def2-TZVPD", "e_lumo_ha": -0.018, "energy_ev": -12010.4180, "smiles": "C=C1N=CC(=O)[C@H]1C(C)C", "de_lowest_kj_mol": 191.3, "total_charge": 0, "homo_lumo_gap_ev": 8.86, "elements": ["C", "C", "N", "C", "C", "O", "C", "C", "C", "C", "H", "H", "H", "H", "H", "H", "H", "H", "H", "H", "H"], "positions_angstrom": [[1.487, 2.348, -0.285], [1.578, 1.034, -0.195], [2.657, 0.293, 0.184], [2.397, -0.953, 0.246], [0.999, -1.364, -0.102], [0.561, -2.481, 0.035], [0.301, -0.152, -0.635], [-1.110, 0.132, -0.140], [-2.071, -0.885, -0.759], [-1.197, 0.094, 1.383], [2.318, 2.974, 0.000], [0.583, 2.824, -0.620], [3.143, -1.673, 0.540], [0.344, -0.158, -1.724], [-1.396, 1.132, -0.489], [-1.828, -1.889, -0.424], [-2.009, -0.856, -1.846], [-3.095, -0.665, -0.465], [-0.805, -0.846, 1.770], [-2.232, 0.181, 1.704], [-0.627, 0.910, 1.824]], "forces_ev_per_a": [[0.139, -0.145, 0.150], [-3.873, -1.936, -1.413], [1.316, -0.538, 0.546], [0.106, 0.107, 0.065], [-0.089, -0.025, -0.196], [0.132, 0.061, 0.058], [2.146, 2.775, 0.811], [-0.003, -0.236, 0.041], [-0.003, 0.156, 0.040], [0.081, 0.133, -0.146], [0.162, 0.063, 0.019], [-0.188, 0.036, -0.052], [0.155, -0.171, 0.087], [0.003, -0.109, -0.100], [0.078, -0.055, 0.027], [0.033, -0.107, -0.008], [-0.053, -0.053, -0.114], [-0.108, 0.035, -0.008], [-0.031, -0.093, 0.037], [-0.067, 0.039, 0.060], [0.062, 0.064, 0.094]]}

***

{"formula": "C2H5ClN2O", "method": "ωB97M-V/def2-TZVPD", "e_lumo_ha": 0.030, "energy_ev": -19703.9621, "smiles": "CN(Cl)C(N)=O", "de_lowest_kj_mol": 75.8, "total_charge": 0, "homo_lumo_gap_ev": 9.96, "elements": ["C", "N", "Cl", "C", "N", "O", "H", "H", "H", "H", "H"], "positions_angstrom": [[-0.124, -1.564, -0.509], [0.286, -0.166, -0.594], [-0.349, 0.571, -2.025], [-0.122, 0.645, 0.694], [0.468, 1.833, 0.746], [-0.869, 0.130, 1.455], [-0.165, -2.034, -1.615], [0.413, -2.269, 0.213], [-1.092, -1.637, -0.015], [1.253, 1.939, 0.165], [0.301, 2.551, 1.485]], "forces_ev_per_a": [[-0.775, -2.110, -1.094], [0.712, 0.938, 1.871], [-0.045, 0.068, 0.225], [0.142, -1.830, -2.517], [-0.171, 1.521, 1.110], [-0.769, -0.215, 1.201], [0.207, 1.086, 2.787], [0.483, 1.472, -1.233], [-0.638, 0.139, -0.645], [0.804, 0.398, -0.734], [0.050, -1.466, -0.972]]}

***

{"formula": "C27H78N4O10", "method": "ωB97M-V/def2-TZVPD", "e_lumo_ha": 0.016, "energy_ev": -55692.6158, "smiles": "COC[C@H](C)N.COC[C@H](C)N.COC[C@H](C)N.COC[C@H](C)N.CCO.CCO.CCO.CCO.CCO.CO", "de_lowest_kj_mol": 349.3, "total_charge": 0, "homo_lumo_gap_ev": 9.30, "elements": ["C", "O", "C", "C", "C", "N", "H", "H", "H", "H", "H", "H", "H", "H", "H", "H", "H", "C", "O", "C", "C", "C", "N", "H", "H", "H", "H", "H", "H", "H", "H", "H", "H", "H", "C", "O", "C", "C", "C", "N", "H", "H", "H", "H", "H", "H", "H", "H", "H", "H", "H", "C", "O", "C", "C", "C", "N", "H", "H", "H", "H", "H", "H", "H", "H", "H", "H", "H", "C", "C", "O", "H", "H", "H", "H", "H", "H", "C", "C", "O", "H", "H", "H", "H", "H", "H", "C", "C", "O", "H", "H", "H", "H", "H", "H", "C", "C", "O", "H", "H", "H", "H", "H", "H", "C", "C", "O", "H", "H", "H", "H", "H", "H", "C", "O", "H", "H", "H", "H"], "positions_angstrom": [[-7.965, 20.915, -9.076], [-7.169, 20.138, -8.073], [-6.185, 19.353, -8.789], [-5.369, 18.492, -7.808], [-4.702, 19.304, -6.683], [-4.247, 17.809, -8.585], [-8.880, 21.307, -8.630], [-8.352, 20.276, -9.870], [-7.385, 21.693, -9.571], [-6.707, 18.612, -9.394], [-5.574, 19.972, -9.446], [-5.850, 17.692, -7.246], [-5.482, 19.719, -6.044], [-4.078, 20.112, -7.067], [-4.263, 18.627, -5.950], [-3.372, 17.784, -8.081], [-4.104, 18.291, -9.461], [-10.348, 28.975, -11.300], [-10.663, 29.296, -9.954], [-9.572, 29.593, -9.083], [-8.751, 30.903, -9.397], [-7.718, 31.092, -8.292], [-9.597, 32.074, -9.561], [-9.880, 29.835, -11.779], [-11.373, 28.764, -11.603], [-9.864, 28.079, -11.689], [-9.935, 29.638, -8.056], [-8.832, 28.794, -9.109], [-8.275, 30.728, -10.362], [-7.023, 31.914, -8.463], [-7.029, 30.256, -8.171], [-8.237, 31.243, -7.346], [-10.200, 31.938, -10.360], [-9.079, 32.903, -9.815], [-10.903, 18.021, -14.841], [-10.684, 19.413, -14.997], [-9.527, 19.988, -14.370], [-9.329, 19.806, -12.861], [-10.253, 20.697, -12.054], [-7.979, 20.061, -12.419], [-10.011, 17.437, -15.069], [-11.701, 17.652, -15.485], [-11.050, 17.672, -13.819], [-8.602, 19.810, -14.918], [-9.631, 21.063, -14.521], [-9.605, 18.799, -12.549], [-9.918, 21.733, -12.097], [-10.299, 20.444, -10.995], [-11.279, 20.754, -12.418], [-7.316, 19.357, -12.711], [-7.541, 20.936, -12.671], [-13.975, 23.775, -12.374], [-14.503, 25.003, -11.917], [-13.634, 25.592, -11.008], [-14.296, 26.744, -10.173], [-14.859, 27.918, -11.031], [-13.246, 27.341, -9.368], [-13.007, 24.011, -12.815], [-14.514, 23.226, -13.146], [-13.879, 23.110, -11.516], [-13.253, 24.819, -10.342], [-12.825, 26.108, -11.526], [-15.093, 26.341, -9.549], [-15.569, 27.501, -11.745], [-14.045, 28.362, -11.604], [-15.233, 28.683, -10.350], [-12.589, 27.830, -9.959], [-13.573, 28.029, -8.705], [-5.518, 21.589, -14.231], [-5.448, 22.636, -13.038], [-6.572, 22.550, -12.263], [-6.434, 21.808, -14.779], [-5.584, 20.587, -13.806], [-4.743, 21.713, -14.988], [-5.404, 23.566, -13.606], [-4.531, 22.433, -12.485], [-6.715, 23.265, -11.639], [-10.986, 25.790, -14.419], [-9.872, 24.842, -14.839], [-9.873, 24.814, -16.221], [-11.242, 25.795, -13.359], [-11.918, 25.386, -14.813], [-10.844, 26.787, -14.836], [-10.102, 23.847, -14.459], [-8.897, 25.139, -14.451], [-9.111, 24.293, -16.484], [-5.375, 26.624, -11.582], [-5.925, 25.476, -10.743], [-7.284, 25.347, -10.991], [-5.710, 26.459, -12.606], [-4.285, 26.645, -11.582], [-5.683, 27.611, -11.236], [-5.994, 25.749, -9.690], [-5.372, 24.548, -10.890], [-7.730, 25.624, -10.188], [-10.936, 25.257, -5.875], [-9.855, 26.218, -6.425], [-10.280, 27.573, -6.795], [-11.937, 25.420, -6.276], [-11.217, 25.478, -4.846], [-10.657, 24.220, -6.063], [-9.352, 25.873, -7.329], [-9.082, 26.208, -5.657], [-10.970, 27.416, -7.444], [-14.060, 22.050, -8.763], [-12.863, 22.745, -8.123], [-11.884, 21.665, -8.041], [-14.573, 21.308, -8.152], [-13.889, 21.632, -9.755], [-14.738, 22.878, -8.969], [-13.077, 23.164, -7.140], [-12.495, 23.482, -8.837], [-11.951, 21.207, -7.200], [-10.138, 24.212, -10.784], [-9.945, 24.089, -9.413], [-9.257, 23.804, -11.280], [-11.029, 23.665, -11.092], [-10.299, 25.280, -10.925], [-10.400, 23.300, -9.110]], "forces_ev_per_a": [[0.160, -1.260, 0.744], [-0.299, 0.780, -2.043], [-1.312, -1.065, 1.350], [3.084, 0.473, 0.430], [-1.429, 0.044, 0.322], [-1.443, 0.163, -0.133], [0.439, 0.229, 0.615], [0.460, -0.371, -0.024], [0.210, 0.098, 0.297], [-0.198, 0.163, -0.540], [0.314, 0.159, 0.177], [-0.990, 0.099, -0.717], [-0.244, 0.568, -0.259], [0.267, -0.199, 0.227], [0.896, -0.048, -0.441], [-0.113, 0.195, 0.135], [0.203, 0.011, -0.045], [-1.666, 0.642, -0.261], [1.247, -0.411, 0.808], [0.795, 0.981, -0.136], [-0.308, -0.870, -0.492], [0.154, 0.000, 0.022], [-0.642, 0.178, 0.308], [-0.260, 0.034, -0.356], [-0.028, 0.621, -1.124], [0.937, -0.486, 1.332], [-0.338, 0.055, -0.207], [0.031, -0.300, -0.043], [0.642, -0.317, -0.069], [-0.361, 0.391, -0.147], [-0.339, -0.421, -0.110], [0.071, 0.111, 0.052], [-0.388, -0.243, 0.041], [0.452, 0.027, 0.258], [1.187, -0.456, 0.329], [-0.036, -0.037, 0.455], [-0.368, 0.515, -0.240], [-0.550, -0.212, 0.233], [-0.509, 0.943, 0.127], [0.722, -0.652, 0.151], [0.402, 0.070, -0.659], [-0.065, 0.519, 0.067], [-0.703, 0.525, 0.346], [0.143, -0.947, -0.084], [-0.387, 0.235, -0.067], [0.311, -0.338, -0.269], [0.305, 0.113, -0.078], [0.121, -0.234, -0.051], [-0.087, -0.435, -0.235], [-0.187, -0.369, -0.068], [-0.684, 0.398, 0.074], [0.769, 0.169, 0.117], [-1.373, -0.212, -0.711], [-0.577, 1.405, 0.878], [0.145, 0.824, -0.989], [0.155, -1.603, -0.188], [0.834, -0.841, 0.934], [0.440, -0.420, 0.053], [-0.722, 0.689, 0.109], [0.316, -0.235, 0.016], [0.311, 0.184, 0.273], [0.592, -0.270, -0.238], [0.078, -0.058, 0.133], [-0.443, 0.518, 0.051], [0.134, -0.008, -0.054], [-0.397, -0.101, -0.252], [0.166, 0.067, -0.038], [-0.299, -0.053, -0.009], [-0.811, 0.842, 1.209], [1.286, -0.629, -2.712], [-1.324, -0.671, 0.538], [-0.282, -0.201, 0.104], [0.242, -0.105, -0.396], [0.411, -0.116, 0.520], [0.300, 0.595, 0.530], [0.142, 0.312, 0.170], [0.148, 0.366, -0.110], [-0.573, -0.486, -0.117], [-0.628, 0.226, 1.443], [0.321, -0.017, -1.400], [0.762, 0.269, 0.257], [-0.043, 0.085, -0.547], [0.031, 0.021, 0.240], [0.059, -0.234, 0.330], [0.112, 0.151, 0.193], [-0.028, -0.031, -0.326], [0.556, -0.361, -0.045], [0.449, 1.727, 1.130], [-1.787, -0.822, -1.004], [0.011, 0.194, -0.081], [0.100, -0.155, -0.017], [-0.357, -0.154, 0.012], [1.663, -0.164, 0.316], [0.012, -0.047, -0.010], [-0.431, -0.263, -0.227], [-0.705, 0.978, -0.458], [-0.157, 0.185, -0.370], [0.203, -1.250, 1.283], [0.105, -0.023, -1.047], [0.900, -0.298, 0.438], [0.040, 0.031, 0.328], [-0.279, -0.766, 0.023], [0.061, 0.890, -0.005], [-0.264, 0.121, -0.280], [-0.990, 1.601, -0.136], [-0.121, -2.831, -0.760], [0.863, 1.025, 0.074], [0.222, 0.104, 0.169], [0.629, -0.154, 0.217], [-0.753, -0.073, 0.052], [0.032, 0.176, -0.170], [0.245, 0.158, 0.432], [-0.089, 0.121, 0.079], [-0.186, 0.044, -0.210], [0.034, -0.263, 1.556], [-0.125, 0.346, -0.554], [-0.096, 0.052, -0.300], [0.182, -0.014, -0.753], [0.163, -0.215, 0.308]]}

***

{"formula": "CH4Cl2S", "method": "ωB97M-V/def2-TZVPD", "e_lumo_ha": 0.025, "energy_ev": -36980.8811, "smiles": "ClCCl.S", "de_lowest_kj_mol": 81.3, "total_charge": 0, "homo_lumo_gap_ev": 10.11, "elements": ["Cl", "C", "Cl", "H", "H", "S", "H", "H"], "positions_angstrom": [[-1.104, 1.878, -0.695], [-0.186, 0.917, 0.472], [-1.200, -0.199, 1.394], [0.296, 1.597, 1.171], [0.555, 0.337, -0.071], [0.150, -1.229, -1.134], [0.107, -1.565, 0.164], [1.381, -1.737, -1.300]], "forces_ev_per_a": [[0.055, -0.130, 0.088], [0.277, 1.628, 1.084], [-0.290, 0.383, 0.384], [-0.296, 0.060, 0.070], [-0.201, 0.779, 0.471], [0.369, -2.308, -1.616], [0.157, -0.303, -0.348], [-0.073, -0.108, -0.134]]}